Molecular formula: C4H10NOP
Method: DFT, ωB97M-V with the def2-TZVPD basis set

The value obtained for the highest occupied orbital energy is -9.54 eV. The largest force on an atom comes out at 5.10 eV/A. For the LUMO energy, the calculation gives -0.038 hartree. Its HOMO-LUMO gap is 8.513 eV. The molar mass is 119.10 Da.

```
! RIJCOSX wB97M-V def2-TZVPD def2/J DEFGRID3
* xyz 0 1
C 1.39 0.21 -0.26
C -0.75 -0.67 0.72
C -0.63 -0.13 -1.72
C -0.14 0.27 -0.33
N -0.58 1.60 -0.06
O -1.41 3.99 -0.15
P -1.10 2.82 -0.96
H 1.83 0.87 -1.00
H 1.73 0.53 0.73
H 1.74 -0.80 -0.43
H -1.84 -0.66 0.64
H -0.48 -0.33 1.71
H -0.40 -1.69 0.57
H -0.12 0.44 -2.49
H -0.45 -1.19 -1.89
H -1.70 0.06 -1.80
H -0.51 1.84 1.65
*
```